1.
The following is a quantum chemistry calculation of a 14-piece molecular cluster, C38H112N8O14 overall at a distorted geometry, from the Open Molecules 2025 dataset.

* frontier orbital gap: 8.97 eV
* highest occupied orbital energy: -8.9 eV
* ΔE to the lowest compared entry with this formula, charge and spin: 3.071 eV

The geometry in ORCA input format:
```
! RIJCOSX wB97M-V def2-TZVPD def2/J DEFGRID3
* xyz 0 1
C -2.95 -0.18 7.13
C -2.85 0.76 6.00
C -1.37 1.04 5.70
O -3.47 0.10 4.94
H -3.99 -0.40 7.38
H -2.57 0.32 8.03
H -2.35 -1.08 6.99
H -3.33 1.72 6.17
H -1.20 1.40 4.69
H -0.77 0.13 5.77
H -0.98 1.82 6.35
H -3.49 0.79 4.27
C -3.81 -4.55 -3.77
C -3.34 -4.11 -2.41
C -1.82 -4.44 -2.15
O -3.55 -2.70 -2.39
H -4.87 -4.39 -3.95
H -3.77 -5.62 -3.97
H -3.18 -4.17 -4.57
H -3.93 -4.50 -1.58
H -1.55 -4.01 -1.18
H -1.16 -3.88 -2.81
H -1.65 -5.51 -2.03
H -3.32 -2.32 -1.54
O -4.13 2.36 3.43
H -3.45 2.56 2.79
H -4.72 3.11 3.39
O -1.83 -4.71 2.10
H -1.48 -5.05 2.92
H -1.12 -4.83 1.46
O -4.47 -4.17 2.87
H -4.25 -3.64 3.64
H -3.62 -4.42 2.50
O -3.95 -2.44 5.20
H -4.72 -2.23 5.74
H -3.56 -1.59 5.01
C -0.47 1.29 -7.00
C -1.77 0.97 -6.31
C -1.90 1.63 -4.93
O -3.06 1.11 -4.23
C -2.96 1.15 -2.83
N -2.82 1.45 -7.14
H -0.27 0.53 -7.75
H 0.33 1.34 -6.27
H -0.43 2.27 -7.47
H -1.78 -0.12 -6.29
H -1.84 2.72 -4.90
H -1.00 1.30 -4.40
H -3.97 0.91 -2.49
H -2.73 2.16 -2.47
H -2.20 0.50 -2.42
H -2.77 2.46 -7.10
H -3.68 1.21 -6.68
C 0.18 4.58 2.35
C -0.70 3.41 1.94
C -2.09 3.81 1.38
O -2.91 2.65 1.11
C -4.09 2.81 0.32
N 0.03 2.64 0.94
H -0.26 5.00 3.26
H 0.07 5.45 1.69
H 1.22 4.34 2.57
H -0.73 2.67 2.73
H -1.90 4.52 0.58
H -2.73 4.39 2.05
H -4.56 1.84 0.13
H -3.84 3.31 -0.62
H -4.80 3.48 0.80
H 0.71 2.14 1.50
H -0.57 1.89 0.63
C 2.51 -1.27 3.50
C 1.79 0.03 3.64
C 2.53 0.95 4.58
O 2.83 0.31 5.83
C 1.78 0.13 6.72
N 1.85 0.50 2.29
H 3.57 -1.21 3.24
H 1.98 -1.91 2.80
H 2.60 -1.78 4.46
H 0.73 -0.09 3.89
H 2.01 1.88 4.82
H 3.48 1.28 4.18
H 1.14 1.00 6.89
H 2.25 -0.06 7.69
H 1.10 -0.66 6.42
H 2.77 0.39 1.89
H 1.33 -0.17 1.74
C 6.33 -0.59 -4.26
C 5.75 -1.05 -2.93
C 4.22 -1.26 -2.96
O 3.89 -2.21 -3.92
C 2.46 -2.35 -4.21
N 6.48 -2.21 -2.45
H 6.17 -1.33 -5.05
H 7.41 -0.48 -4.25
H 6.00 0.40 -4.57
H 5.98 -0.31 -2.18
H 3.62 -0.36 -3.11
H 3.91 -1.62 -1.98
H 1.98 -2.73 -3.31
H 2.23 -3.01 -5.05
H 1.92 -1.44 -4.48
H 6.14 -2.45 -1.52
H 6.28 -3.03 -3.00
C 7.20 5.38 -3.34
C 6.52 4.22 -4.13
C 5.02 3.97 -3.76
O 4.43 2.98 -4.64
C 3.21 2.45 -4.14
N 6.57 4.67 -5.50
H 8.21 5.66 -3.61
H 7.18 5.25 -2.26
H 6.57 6.26 -3.47
H 7.13 3.32 -4.10
H 4.50 4.92 -3.90
H 4.94 3.80 -2.69
H 2.53 3.30 -4.21
H 3.39 2.00 -3.16
H 2.78 1.69 -4.80
H 6.15 5.59 -5.53
H 5.82 4.16 -5.94
C 7.52 -1.03 0.73
C 6.94 0.33 1.31
C 5.38 0.25 1.52
O 4.60 0.26 0.36
C 4.64 1.46 -0.41
N 7.66 0.50 2.55
H 8.60 -1.10 0.57
H 7.05 -1.23 -0.23
H 7.19 -1.85 1.36
H 7.32 1.14 0.69
H 5.01 1.05 2.16
H 5.14 -0.63 2.11
H 5.63 1.68 -0.81
H 4.10 2.31 0.01
H 3.91 1.17 -1.16
H 7.23 -0.04 3.29
H 8.59 0.13 2.41
C -6.41 -2.55 -0.56
C -6.79 -1.83 0.70
C -7.86 -2.70 1.46
O -9.13 -2.51 0.84
C -10.15 -3.25 1.51
N -5.65 -1.60 1.64
H -5.68 -1.91 -1.07
H -7.24 -2.60 -1.26
H -6.00 -3.52 -0.29
H -7.05 -0.81 0.42
H -8.02 -2.30 2.46
H -7.56 -3.75 1.44
H -11.08 -3.19 0.95
H -10.39 -2.97 2.54
H -9.93 -4.32 1.59
H -6.00 -1.05 2.42
H -5.38 -2.47 2.08
C -1.95 -0.64 2.07
C -1.99 -1.09 0.58
C -0.60 -1.43 -0.05
O -0.04 -0.07 -0.31
C 0.91 -0.19 -1.31
N -2.94 -2.18 0.47
H -1.29 0.23 2.17
H -1.52 -1.40 2.73
H -2.94 -0.37 2.42
H -2.46 -0.24 0.08
H -0.75 -2.03 -0.95
H -0.02 -2.08 0.61
H 1.41 0.75 -1.55
H 0.46 -0.56 -2.23
H 1.70 -0.85 -0.95
H -3.85 -1.91 0.82
H -2.63 -2.88 1.13
*
```

***

2.
The following is a quantum chemistry calculation of one molecule with the formula C7H11NO at a distorted geometry, from the Open Molecules 2025 dataset.

* frontier orbital gap: 8.95 eV
* SMILES: C=C/C=[N+](\[O-])C1(C)CC1
* highest occupied orbital energy: -8.2 eV
* ΔE to the lowest compared entry with this formula, charge and spin: 5.123 eV

The geometry in ORCA input format:
```
! RIJCOSX wB97M-V def2-TZVPD def2/J DEFGRID3
* xyz 0 1
C -3.75 0.11 0.03
C -2.58 -0.47 -0.13
C -1.36 0.27 0.17
N -0.28 -0.44 0.08
O -0.29 -1.67 -0.12
C 1.28 0.08 -0.03
C 1.41 1.59 -0.15
C 2.23 -0.77 0.83
C 2.14 -0.93 -0.70
H -4.64 -0.33 -0.42
H -3.87 1.12 0.47
H -2.59 -1.53 -0.52
H -1.35 1.25 0.59
H 0.62 1.75 -0.90
H 2.39 2.14 -0.39
H 1.16 1.92 0.86
H 1.92 -1.63 1.53
H 3.06 -0.13 1.21
H 2.99 -0.58 -1.33
H 1.52 -1.75 -1.07
*
```

***

3.
The following is a quantum chemistry calculation of a 2-piece molecular cluster, C9H26FN3OP2 overall at a distorted geometry, from the Open Molecules 2025 dataset.

* frontier orbital gap: 9.22 eV
* SMILES: CN(C)P(=O)(N(C)C)N(C)C.FCCCP
* highest occupied orbital energy: -8.5 eV

The geometry in ORCA input format:
```
! RIJCOSX wB97M-V def2-TZVPD def2/J DEFGRID3
* xyz 0 1
C -1.32 -3.08 -1.13
N -0.78 -1.94 -0.40
C -1.81 -1.34 0.45
P 0.38 -0.88 -1.01
O 0.71 0.10 0.03
N 1.81 -1.75 -1.31
C 1.86 -3.20 -1.39
C 3.00 -1.21 -0.65
N -0.11 -0.66 -2.60
C 0.92 -0.16 -3.53
C -1.30 0.22 -2.68
H -2.04 -2.78 -1.90
H -1.84 -3.72 -0.42
H -0.55 -3.67 -1.59
H -2.64 -0.92 -0.12
H -1.37 -0.55 1.06
H -2.21 -2.10 1.12
H 1.54 -3.69 -0.46
H 2.89 -3.50 -1.59
H 1.27 -3.57 -2.22
H 3.07 -1.51 0.40
H 3.00 -0.12 -0.69
H 3.88 -1.57 -1.18
H 1.39 0.77 -3.18
H 0.44 0.04 -4.49
H 1.69 -0.91 -3.68
H -1.09 1.24 -2.34
H -2.11 -0.19 -2.09
H -1.64 0.27 -3.72
F -2.34 4.80 3.14
C -1.98 3.45 3.23
C -0.71 3.30 4.05
C 0.29 2.31 3.44
P 1.23 2.89 1.95
H -2.82 2.93 3.70
H -1.85 3.08 2.21
H -0.94 3.02 5.08
H -0.24 4.29 4.11
H -0.18 1.36 3.20
H 1.06 2.10 4.19
H 1.11 4.29 2.07
H 0.35 2.55 0.90
*
```

***

4.
The following is a quantum chemistry calculation of C33H27Cl56OP as an isolated structure at a distorted geometry, from the Open Molecules 2025 dataset.

* frontier orbital gap: 7.98 eV
* highest occupied orbital energy: -8.1 eV

The geometry in ORCA input format:
```
! RIJCOSX wB97M-V def2-TZVPD def2/J DEFGRID3
* xyz 0 1
C -5.14 2.84 -3.74
C -4.18 2.42 -2.60
C -4.42 2.91 -1.22
C -3.51 2.58 -0.11
C -2.34 1.72 -0.31
C -1.44 1.43 0.94
P -0.60 -0.25 0.91
C 1.17 0.46 0.62
C 1.83 -0.07 -0.70
C 1.50 0.59 -1.96
C 2.01 0.20 -3.27
C 2.95 -0.91 -3.31
C 3.33 -1.58 -2.07
C 2.79 -1.18 -0.73
C 3.23 -1.92 0.60
C -2.27 -1.12 1.29
C -2.52 -2.43 0.45
C -4.00 -2.37 -0.10
O -2.48 -3.59 1.36
C -2.11 1.21 -1.65
C -3.01 1.57 -2.76
H -6.10 2.25 -3.76
H -5.45 3.91 -3.59
H -4.67 2.81 -4.76
H -5.32 3.55 -1.05
H -3.76 3.02 0.88
H -0.77 2.31 1.09
H -2.14 1.42 1.82
H -0.13 -0.77 2.17
H -0.43 -0.99 -0.33
H 1.82 0.07 1.45
H 1.26 1.57 0.64
H 0.79 1.45 -1.92
H 1.65 0.78 -4.14
H 3.35 -1.19 -4.31
H 4.06 -2.42 -2.14
H 3.57 -2.97 0.43
H 2.44 -1.87 1.39
H 4.12 -1.37 1.01
H -2.26 -1.44 2.37
H -3.16 -0.43 1.20
H -1.75 -2.64 -0.34
H -4.76 -2.65 0.68
H -4.08 -3.12 -0.93
H -4.20 -1.33 -0.49
H -1.90 -4.27 0.97
H -1.26 0.52 -1.86
H -2.81 1.20 -3.80
C -1.67 6.11 -0.15
Cl -2.47 7.67 -0.46
Cl -0.11 6.06 -0.98
Cl -1.42 5.92 1.60
Cl -2.71 4.78 -0.74
C 4.96 1.60 2.10
Cl 6.33 0.50 2.29
Cl 5.50 3.27 2.38
Cl 4.31 1.46 0.45
Cl 3.70 1.18 3.27
C 3.42 -0.62 7.25
Cl 4.86 -1.38 6.54
Cl 2.27 -0.21 5.96
Cl 2.65 -1.75 8.38
Cl 3.89 0.85 8.11
C 2.06 -4.46 -5.59
Cl 3.49 -5.22 -6.30
Cl 0.91 -4.03 -6.87
Cl 1.29 -5.59 -4.46
Cl 2.54 -2.99 -4.71
C 9.30 0.62 4.99
Cl 9.90 1.34 6.50
Cl 10.39 -0.67 4.47
Cl 7.68 -0.05 5.27
Cl 9.22 1.88 3.74
C -6.44 8.72 -0.59
Cl -6.56 7.86 0.95
Cl -5.10 9.88 -0.52
Cl -6.13 7.55 -1.89
Cl -7.95 9.58 -0.92
C -3.70 -6.47 -0.67
Cl -2.14 -6.58 0.17
Cl -4.93 -5.84 0.44
Cl -3.53 -5.39 -2.05
Cl -4.19 -8.08 -1.23
C 9.28 3.27 10.50
Cl 9.81 2.19 11.80
Cl 7.55 3.60 10.66
Cl 10.18 4.79 10.59
Cl 9.59 2.50 8.93
C 4.07 -6.10 -0.04
Cl 4.69 -5.40 1.47
Cl 5.16 -7.38 -0.59
Cl 2.45 -6.78 0.25
Cl 3.96 -4.83 -1.28
C -3.03 -1.46 -6.14
Cl -1.54 -0.51 -5.99
Cl -3.11 -2.64 -4.83
Cl -4.44 -0.38 -6.05
Cl -3.04 -2.30 -7.70
C 2.35 -0.77 12.37
Cl 1.44 -2.21 11.88
Cl 4.04 -0.94 11.85
Cl 1.64 0.66 11.62
Cl 2.29 -0.61 14.13
C -7.17 10.63 -4.88
Cl -5.57 10.54 -4.13
Cl -8.32 11.31 -3.71
Cl -7.10 11.67 -6.31
Cl -7.70 9.01 -5.35
C 4.83 -9.23 -6.40
Cl 6.45 -9.39 -5.70
Cl 3.73 -8.53 -5.20
Cl 4.90 -8.17 -7.82
Cl 4.23 -10.83 -6.89
C -8.03 -1.82 -5.63
Cl -9.74 -2.16 -5.93
Cl -7.83 -0.12 -5.16
Cl -7.45 -2.87 -4.32
Cl -7.09 -2.14 -7.10
*
```

***

5.
The following is a quantum chemistry calculation of a 12-piece molecular cluster, C12H48O12 overall at a distorted geometry, from the Open Molecules 2025 dataset.

* frontier orbital gap: 10.07 eV
* SMILES: CO.CO.CO.CO.CO.CO.CO.CO.CO.CO.CO.CO
* highest occupied orbital energy: -9.7 eV
* ΔE to the lowest compared entry with this formula, charge and spin: 7.087 eV

The geometry in ORCA input format:
```
! RIJCOSX wB97M-V def2-TZVPD def2/J DEFGRID3
* xyz 0 1
C -2.22 2.30 -2.32
O -2.19 3.47 -3.19
H -1.35 2.40 -1.67
H -3.00 2.25 -1.56
H -2.13 1.31 -2.77
H -1.89 3.13 -4.04
C -3.33 -1.29 -2.39
O -2.47 -1.84 -1.47
H -4.31 -1.75 -2.28
H -3.30 -0.22 -2.21
H -2.86 -1.49 -3.35
H -2.87 -1.69 -0.61
C -2.26 -3.69 1.18
O -1.94 -5.00 0.91
H -2.24 -3.36 2.21
H -1.47 -3.13 0.67
H -3.19 -3.36 0.72
H -2.62 -5.33 0.31
C 4.38 1.33 1.32
O 5.15 0.16 1.60
H 3.32 1.05 1.26
H 4.32 1.99 2.18
H 4.60 2.03 0.52
H 5.10 -0.45 0.86
C 0.00 -4.86 -2.01
O 1.41 -5.23 -2.02
H -0.45 -5.23 -2.93
H -0.53 -5.43 -1.25
H -0.25 -3.85 -1.67
H 1.42 -6.16 -1.79
C 1.76 3.87 -0.86
O 1.78 2.44 -0.94
H 1.04 4.24 -0.13
H 2.73 4.21 -0.50
H 1.56 4.20 -1.89
H 2.48 2.12 -1.52
C 1.91 -3.46 0.76
O 2.86 -3.45 -0.27
H 0.97 -3.54 0.23
H 2.06 -4.23 1.52
H 1.88 -2.43 1.12
H 2.71 -4.19 -0.87
C -1.77 4.02 1.54
O -0.53 3.34 1.75
H -2.38 3.92 2.44
H -1.70 5.08 1.28
H -2.37 3.54 0.76
H -0.23 3.07 0.88
C -1.87 -0.10 3.72
O -3.16 -0.74 3.61
H -1.79 0.51 4.62
H -1.05 -0.81 3.83
H -1.73 0.39 2.76
H -3.44 -1.09 4.46
C 1.83 2.41 3.91
O 1.34 1.27 3.18
H 2.58 2.26 4.68
H 2.27 3.07 3.17
H 1.02 2.92 4.44
H 0.69 1.59 2.54
C 0.75 1.38 -4.07
O -0.43 1.93 -4.68
H 0.77 1.41 -2.98
H 0.81 0.31 -4.28
H 1.61 1.94 -4.42
H -0.48 1.41 -5.48
C 0.43 -0.47 0.30
O -0.05 0.85 0.14
H -0.10 -0.99 1.10
H 0.22 -1.11 -0.55
H 1.48 -0.52 0.62
H 0.72 1.36 -0.14
*
```

***

6.
The following is a quantum chemistry calculation of C24H18N4O6SV as an isolated structure at a distorted geometry, from the Open Molecules 2025 dataset.

* frontier orbital gap (spin up / spin down): 5.00 / 6.94 eV
* highest occupied orbital energy (spin up / spin down): -6.6 / -8.6 eV
* ΔE to the lowest compared entry with this formula, charge and spin: 0.000 eV

The geometry in ORCA input format:
```
! RIJCOSX wB97M-V def2-TZVPD def2/J DEFGRID3
* xyz 0 4
V -0.23 1.66 1.22
O -4.15 -0.07 1.87
C -2.93 0.48 1.79
O -2.43 0.99 0.77
C -2.16 0.31 3.04
C -2.50 -0.65 3.97
C -1.59 -1.01 4.95
C -0.24 -0.65 4.74
C 0.13 0.24 3.70
N -0.88 0.72 2.91
C 1.54 0.61 3.31
O 2.53 0.34 3.99
O 1.57 1.26 2.15
H -4.65 0.00 1.06
H -3.49 -1.10 3.88
H -1.86 -1.66 5.81
H 0.53 -1.13 5.33
O 0.55 0.36 -0.26
S 1.30 -0.94 0.21
C 3.13 -0.63 0.06
C 3.60 0.07 -1.21
C 3.21 1.39 -1.57
C 3.44 1.75 -2.89
C 4.07 0.94 -3.85
C 4.58 -0.29 -3.37
C 4.34 -0.73 -2.08
C 0.86 -1.99 -1.23
C -0.65 -2.16 -1.40
C -1.32 -1.25 -2.17
C -2.74 -1.28 -2.29
C -3.45 -2.18 -1.49
C -2.74 -3.05 -0.68
C -1.34 -3.09 -0.62
H 3.46 -1.66 0.09
H 3.29 -0.04 0.98
H 2.72 2.02 -0.84
H 3.01 2.69 -3.20
H 4.12 1.33 -4.84
H 5.13 -0.97 -4.03
H 4.60 -1.68 -1.78
H 1.37 -3.01 -1.09
H 1.41 -1.50 -2.09
H -0.85 -0.37 -2.52
H -3.22 -0.55 -2.98
H -4.54 -2.16 -1.47
H -3.18 -3.90 -0.03
H -0.81 -3.78 -0.04
O -0.74 3.52 1.18
N -0.58 3.20 -0.25
C -1.72 3.52 -0.88
C -2.29 4.75 -0.51
N -2.76 5.73 -0.16
C -2.06 2.96 -2.07
N -2.40 2.62 -3.12
*
```